--- A ---
{"formula": "C24H28N4O4S", "method": "ωB97M-V/def2-TZVPD", "species": ["S", "O", "O", "O", "O", "N", "N", "N", "N", "C", "C", "C", "C", "C", "C", "C", "C", "C", "C", "C", "C", "C", "C", "C", "C", "C", "C", "C", "C", "C", "C", "C", "C", "H", "H", "H", "H", "H", "H", "H", "H", "H", "H", "H", "H", "H", "H", "H", "H", "H", "H", "H", "H", "H", "H", "H", "H", "H", "H", "H", "H"], "positions_angstrom": [[-3.371, -0.297, 1.580], [7.887, 0.936, 0.604], [6.666, -2.327, -0.184], [-8.168, -1.617, 0.290], [1.877, 2.904, 0.214], [-3.619, 1.421, -0.374], [3.186, 1.100, 0.421], [5.861, 0.539, -0.282], [-1.578, 1.583, 0.736], [-5.903, 0.932, -1.130], [7.420, -3.437, -0.179], [4.786, -0.255, -0.818], [-1.016, 2.450, -0.280], [-4.802, 0.741, -0.311], [8.785, -1.731, 0.158], [3.607, -0.259, 0.172], [5.451, 1.907, -0.031], [7.087, 0.137, 0.140], [-10.351, -2.485, -0.012], [0.924, 0.814, -0.511], [4.270, 1.915, 0.942], [-7.037, 0.161, -0.952], [0.269, -0.002, 0.617], [-0.569, 0.912, 1.515], [2.026, 1.706, 0.056], [-7.094, -0.813, 0.046], [8.732, -3.133, 0.022], [-9.326, -1.475, -0.505], [-0.141, 1.645, -1.243], [-4.872, -0.249, 0.695], [-5.996, -1.021, 0.881], [-2.783, 1.031, 0.518], [7.498, -1.274, 0.019], [-6.049, -1.775, 1.649], [-5.865, 1.685, -1.901], [1.022, -0.510, 1.221], [5.108, -1.273, -1.016], [5.155, 2.374, -0.976], [-0.780, 0.968, -1.814], [6.301, 2.443, 0.391], [-11.258, -2.411, -0.604], [-1.042, 0.336, 2.312], [-9.948, -3.491, -0.097], [-9.726, -0.455, -0.413], [-10.586, -2.295, 1.031], [9.552, -3.819, 0.070], [4.455, 0.202, -1.759], [-0.387, -0.757, 0.177], [6.912, -4.370, -0.325], [2.798, -0.866, -0.225], [-7.882, 0.328, -1.601], [3.942, -0.700, 1.119], [0.069, 1.679, 1.964], [-9.087, -1.664, -1.561], [0.345, 2.332, -1.936], [1.367, 0.133, -1.245], [3.893, 2.929, 1.077], [-1.837, 2.922, -0.818], [9.646, -1.119, 0.333], [-0.411, 3.210, 0.218], [4.587, 1.509, 1.909]], "gap_ev": 7.764, "lumo_energy_ev": 0.443}

=====

--- B ---
{"formula": "C24H28N4O4S", "method": "ωB97M-V/def2-TZVPD", "species": ["S", "O", "O", "O", "O", "N", "N", "N", "N", "C", "C", "C", "C", "C", "C", "C", "C", "C", "C", "C", "C", "C", "C", "C", "C", "C", "C", "C", "C", "C", "C", "C", "C", "H", "H", "H", "H", "H", "H", "H", "H", "H", "H", "H", "H", "H", "H", "H", "H", "H", "H", "H", "H", "H", "H", "H", "H", "H", "H", "H", "H"], "positions_angstrom": [[0.369, -2.426, 0.141], [0.122, 2.618, -0.755], [-5.134, -1.534, 0.642], [1.576, 3.821, 0.495], [5.083, -3.425, -0.063], [0.720, -0.076, -1.042], [-1.069, -1.335, -1.771], [3.282, 1.678, 0.710], [-3.429, -0.393, -1.146], [-3.470, -1.760, -1.624], [-3.894, -0.622, 2.515], [-6.061, -2.105, 1.529], [-3.212, -0.198, 0.227], [1.159, 2.692, -0.108], [-2.057, -2.380, -1.588], [-2.028, 0.804, 2.094], [2.055, 1.587, 0.086], [1.858, 0.276, -0.350], [3.032, -0.456, -0.008], [5.540, -1.229, 0.907], [1.028, 5.692, -0.971], [-2.737, 0.428, -2.118], [0.750, 4.974, 0.342], [3.471, -1.757, -0.243], [3.887, 0.461, 0.662], [-4.092, -0.800, 1.156], [5.134, 0.069, 1.128], [6.315, -3.905, 0.412], [-0.010, -1.231, -0.937], [4.721, -2.138, 0.216], [-2.205, 0.618, 0.734], [-2.861, 0.171, 2.990], [-1.508, -0.321, -2.703], [-4.148, -2.350, -1.013], [-0.705, 0.368, -2.958], [-1.530, 1.131, 0.070], [-1.946, -3.140, -2.371], [2.862, -2.478, -0.759], [0.773, 5.047, -1.808], [3.652, 2.524, 1.105], [6.508, -1.536, 1.270], [-2.449, 1.379, -1.674], [0.990, 5.609, 1.197], [-6.800, -2.599, 0.899], [2.080, 5.960, -1.039], [-3.441, 0.642, -2.932], [-1.797, -0.843, -3.623], [-6.559, -1.345, 2.139], [7.159, -3.356, -0.021], [-1.224, 1.436, 2.441], [-3.862, -1.737, -2.645], [6.366, -4.945, 0.094], [6.374, -3.860, 1.504], [5.775, 0.765, 1.649], [-0.300, 4.667, 0.390], [-1.866, -2.849, -0.621], [-4.554, -1.093, 3.226], [0.198, 0.765, -1.290], [-2.726, 0.292, 4.054], [-5.593, -2.848, 2.184], [0.427, 6.595, -1.026]], "gap_ev": 7.619, "lumo_energy_ev": 0.231}

=====

Energies relative to the most stable structure are A 0.0; B 73.5, reported in kJ/mol.

=====

--- A ---
{"formula": "C3H8N2OS", "method": "ωB97M-V/def2-TZVPD", "species": ["S", "O", "N", "N", "C", "C", "C", "H", "H", "H", "H", "H", "H", "H", "H"], "positions_angstrom": [[-2.346, -1.168, -0.149], [1.418, -1.877, 0.292], [-0.211, 0.375, -0.111], [0.180, -1.912, -0.283], [1.137, 0.730, -0.493], [-0.701, -0.884, -0.173], [-1.076, 1.435, 0.352], [1.232, 1.851, -0.530], [1.344, 0.346, -1.522], [1.830, 0.418, 0.256], [-1.554, 1.847, -0.550], [-0.491, 2.251, 0.773], [-0.199, -2.805, -0.053], [-1.853, 1.062, 0.969], [1.291, -1.669, 1.222]], "gap_ev": 8.759, "lumo_energy_ev": 0.509}

=====

--- B ---
{"formula": "C3H8N2OS", "method": "ωB97M-V/def2-TZVPD", "species": ["S", "O", "N", "N", "C", "C", "C", "H", "H", "H", "H", "H", "H", "H", "H"], "positions_angstrom": [[1.176, 1.104, 2.326], [0.117, -2.148, -0.828], [-0.611, -0.462, -2.200], [-0.759, 1.261, -0.133], [-0.361, -0.105, 0.283], [0.999, -0.042, 0.920], [-0.246, -1.000, -0.944], [-1.074, -0.498, 1.010], [1.229, -1.025, 1.324], [0.317, 0.465, 3.130], [-1.761, 1.325, -0.190], [-0.603, -1.277, -2.809], [-0.272, 1.936, 0.437], [0.091, 0.200, -2.523], [1.758, 0.267, 0.198]], "gap_ev": 10.052, "lumo_energy_ev": 0.796}

=====

--- C ---
{"formula": "C3H8N2OS", "method": "ωB97M-V/def2-TZVPD", "species": ["S", "O", "N", "N", "C", "C", "C", "H", "H", "H", "H", "H", "H", "H", "H"], "positions_angstrom": [[-0.336, -1.057, -0.678], [1.956, 0.986, -0.396], [-0.932, 1.544, -0.345], [-2.335, 0.079, 0.767], [1.700, 0.217, 0.781], [1.004, -1.087, 0.515], [-1.328, 0.296, 0.018], [0.664, -1.469, 1.476], [1.664, -1.813, 0.013], [-1.398, 2.352, 0.046], [2.345, 0.368, -1.064], [0.040, 1.651, -0.614], [2.631, 0.061, 1.338], [1.036, 0.816, 1.417], [-2.649, -0.858, 0.563]], "gap_ev": 9.418, "lumo_energy_ev": 0.551}

=====

Energies relative to the most stable structure are A 205.1; B 0.0; C 46.1, reported in kJ/mol.

=====

--- A ---
{"formula": "C3H8N2OS", "method": "ωB97M-V/def2-TZVPD", "species": ["S", "O", "N", "N", "C", "C", "C", "H", "H", "H", "H", "H", "H", "H", "H"], "positions_angstrom": [[2.159, 1.671, -0.403], [-2.022, -0.688, -0.783], [0.730, -1.261, -0.909], [-1.784, -0.569, 1.474], [-1.321, -0.557, 0.199], [0.363, 1.167, -0.291], [0.194, -0.319, 0.048], [-0.139, 1.801, 0.430], [-1.259, -0.238, 2.262], [0.036, 1.323, -1.315], [0.627, -0.525, 1.034], [-2.784, -0.612, 1.595], [3.331, 1.007, -0.462], [0.187, -1.224, -1.766], [1.683, -0.976, -1.112]], "gap_ev": 9.651, "lumo_energy_ev": 0.448}

=====

--- B ---
{"formula": "C3H8N2OS", "method": "ωB97M-V/def2-TZVPD", "species": ["S", "O", "N", "N", "C", "C", "C", "H", "H", "H", "H", "H", "H", "H", "H"], "positions_angstrom": [[1.840, 2.544, -0.288], [-0.041, -2.273, 1.342], [-0.282, -0.800, -0.340], [-1.984, -1.127, 1.246], [1.521, 0.828, -0.804], [-0.672, -1.346, 0.884], [-0.003, 0.527, -0.863], [-0.712, 1.180, -0.361], [1.877, 0.705, -1.824], [-2.218, -1.493, 2.150], [1.179, 2.441, 0.871], [-0.275, 0.564, -1.918], [1.967, 0.119, -0.120], [0.270, -1.512, -0.796], [-2.467, -0.356, 0.822]], "gap_ev": 9.763, "lumo_energy_ev": 0.672}

=====

--- C ---
{"formula": "C3H8N2OS", "method": "ωB97M-V/def2-TZVPD", "species": ["S", "O", "N", "N", "C", "C", "C", "H", "H", "H", "H", "H", "H", "H", "H"], "positions_angstrom": [[-2.948, -0.535, 0.053], [1.175, -1.841, -0.485], [-1.298, -1.017, -0.174], [0.962, -0.456, -0.431], [1.895, 0.127, 0.536], [-0.429, -0.093, -0.334], [-0.712, 1.380, -0.477], [-3.238, -1.649, 0.699], [2.944, -0.126, 0.239], [0.310, -2.190, -0.153], [0.025, 1.919, -1.100], [1.911, 1.227, 0.584], [-1.679, 1.570, -0.964], [1.753, -0.275, 1.536], [-0.671, 1.958, 0.469]], "gap_ev": 9.187, "lumo_energy_ev": 0.820}

=====

Energies relative to the most stable structure are A 51.2; B 0.0; C 229.6, reported in kJ/mol.

=====

--- A ---
{"formula": "CH3I2NS", "method": "ωB97M-V/def2-TZVPD", "species": ["I", "I", "S", "N", "C", "H", "H", "H"], "positions_angstrom": [[-4.146, 1.522, 0.280], [-4.093, -1.818, -0.183], [-1.593, 0.354, -1.200], [-3.088, -0.156, 0.410], [0.082, 0.161, -0.510], [0.797, 0.348, -1.395], [0.350, 0.890, 0.165], [0.366, -0.738, -0.060]], "gap_ev": [7.194, 7.195], "lumo_energy_ev": [-1.583, -1.582]}

=====

--- B ---
{"formula": "CH3I2NS", "method": "ωB97M-V/def2-TZVPD", "species": ["I", "I", "S", "N", "C", "H", "H", "H"], "positions_angstrom": [[-2.011, -2.033, 1.045], [-1.144, 1.906, -0.116], [-0.899, -0.634, 2.564], [-0.384, 0.065, 0.090], [0.853, 0.105, -0.714], [1.696, -0.253, -0.272], [1.207, 1.114, -0.889], [0.681, -0.271, -1.708]], "gap_ev": [6.066, 5.969], "lumo_energy_ev": [-2.580, -2.596]}

=====

Energies relative to the most stable structure are A 0.0; B 75.7, reported in kJ/mol.

=====

--- A ---
{"formula": "C27H41NO5PbSeSi", "method": "ωB97M-V/def2-TZVPD", "species": ["Pb", "Se", "Si", "O", "O", "O", "O", "O", "N", "C", "C", "C", "C", "C", "C", "C", "C", "C", "C", "C", "C", "C", "C", "C", "C", "C", "C", "C", "C", "C", "C", "C", "C", "C", "C", "C", "H", "H", "H", "H", "H", "H", "H", "H", "H", "H", "H", "H", "H", "H", "H", "H", "H", "H", "H", "H", "H", "H", "H", "H", "H", "H", "H", "H", "H", "H", "H", "H", "H", "H", "H", "H", "H", "H", "H", "H", "H"], "positions_angstrom": [[-0.844, -1.802, 0.256], [0.166, -1.633, 2.708], [0.955, -3.783, 2.879], [-6.014, 1.134, 2.829], [-2.584, -3.244, 0.618], [-1.772, 2.876, 1.249], [-4.776, -3.412, 1.101], [-0.438, 1.158, 0.667], [-2.705, -0.545, 1.071], [-0.232, 1.117, -4.962], [-0.566, 1.664, -1.662], [-4.954, 0.544, 2.251], [2.104, 3.543, -0.971], [-4.921, -0.793, 1.902], [2.817, -1.134, 0.193], [-0.199, 4.321, -0.856], [-2.737, 0.753, 1.405], [-0.750, 0.268, -3.790], [-3.774, -1.302, 1.330], [-3.837, 1.332, 1.994], [1.188, 0.255, -1.969], [-0.403, -1.203, -4.044], [0.345, 1.811, -0.456], [2.792, 0.390, -0.044], [1.493, 0.795, -0.786], [2.731, -3.647, 3.425], [-1.602, 1.703, 1.075], [-2.270, 0.409, -3.689], [0.956, 3.680, 1.264], [-3.729, -2.798, 0.985], [4.019, 0.694, -0.927], [0.782, 3.314, -0.222], [2.983, 1.027, 1.335], [0.844, -4.641, 1.219], [-0.098, 0.756, -2.514], [-0.121, -4.677, 4.105], [3.155, 2.101, 1.286], [3.860, 0.579, 1.809], [-0.703, -1.834, -3.202], [-2.657, -0.152, -2.834], [3.943, 0.182, -1.888], [-0.190, -4.644, 0.853], [2.101, 3.062, -1.953], [-3.829, 2.381, 2.248], [-0.475, 2.171, -4.811], [-0.198, 4.236, -1.945], [0.854, 1.028, -5.058], [-0.686, 0.786, -5.900], [0.024, 4.056, 1.677], [-5.752, -1.472, 2.053], [3.146, -4.624, 3.702], [3.338, -3.231, 2.615], [2.102, -1.417, 0.966], [-1.131, -4.763, 3.693], [2.960, 3.188, -0.405], [1.822, -0.448, -2.499], [2.238, 4.616, -1.125], [3.807, -1.423, 0.557], [2.613, -1.702, -0.718], [1.266, 2.838, 1.876], [1.710, 4.467, 1.356], [2.814, -2.980, 4.286], [0.254, -5.684, 4.320], [0.666, -1.343, -4.218], [1.485, -4.163, 0.470], [-0.933, -1.558, -4.931], [-2.568, 1.454, -3.581], [4.922, 0.336, -0.424], [-0.185, -4.121, 5.044], [-6.724, 0.494, 2.947], [-1.214, 4.217, -0.489], [0.143, 5.327, -0.601], [4.144, 1.757, -1.123], [2.123, 0.829, 1.980], [-2.742, 0.017, -4.594], [-1.508, 2.196, -1.719], [1.157, -5.688, 1.308]], "gap_ev": 7.666, "lumo_energy_ev": -0.378}

=====

--- B ---
{"formula": "C27H41NO5PbSeSi", "method": "ωB97M-V/def2-TZVPD", "species": ["Pb", "Se", "Si", "O", "O", "O", "O", "O", "N", "C", "C", "C", "C", "C", "C", "C", "C", "C", "C", "C", "C", "C", "C", "C", "C", "C", "C", "C", "C", "C", "C", "C", "C", "C", "C", "C", "H", "H", "H", "H", "H", "H", "H", "H", "H", "H", "H", "H", "H", "H", "H", "H", "H", "H", "H", "H", "H", "H", "H", "H", "H", "H", "H", "H", "H", "H", "H", "H", "H", "H", "H", "H", "H", "H", "H", "H", "H"], "positions_angstrom": [[0.228, 1.173, -0.181], [0.264, 3.323, -1.563], [-1.578, 3.458, -2.946], [0.974, -0.135, -1.882], [2.851, 2.962, 2.815], [6.544, 0.741, -0.025], [1.033, 2.341, 1.650], [2.694, -1.334, -2.678], [2.486, 0.945, -0.026], [-1.022, -1.485, 0.051], [3.116, 0.210, -0.941], [-2.128, 0.219, 1.896], [-3.144, 0.976, 1.047], [-3.352, -2.230, -0.665], [3.137, -1.631, 2.289], [-1.401, -2.742, -2.077], [-1.417, 5.216, -3.551], [2.490, -3.698, 1.058], [-1.444, 2.264, -4.370], [2.209, -0.503, -1.938], [4.524, 1.596, 0.951], [-3.194, 3.236, -2.037], [1.994, -2.617, 2.021], [3.148, 1.622, 0.902], [4.487, 0.117, -0.959], [0.798, -1.887, 1.448], [1.569, -3.273, 3.343], [0.022, -2.307, 0.291], [-1.985, -1.691, -1.119], [2.290, 2.397, 1.896], [-0.941, -0.375, 1.109], [0.239, -0.766, 1.935], [-2.165, -0.416, -1.956], [-1.661, 1.191, 2.991], [5.202, 0.832, 0.004], [-2.800, -0.972, 2.605], [-3.953, 1.329, 1.689], [0.307, -3.133, -0.341], [-3.418, 2.185, -1.858], [-3.919, -2.538, -1.545], [-2.544, 1.642, 3.446], [-0.425, 2.234, -4.758], [5.029, 2.160, 1.726], [-2.688, 1.864, 0.596], [-1.338, -3.725, -1.608], [-2.940, -0.574, -2.710], [3.946, -2.132, 2.824], [2.806, -0.786, 2.896], [-3.957, -1.502, -0.130], [-1.024, 1.987, 2.612], [-3.225, -3.105, -0.025], [-1.721, 1.251, -4.079], [4.981, -0.494, -1.700], [-2.222, 5.430, -4.259], [0.718, -3.939, 3.190], [-3.619, -0.603, 3.226], [1.739, -4.475, 0.905], [-2.083, -1.477, 3.255], [-0.467, 5.374, -4.064], [-2.111, 2.579, -5.178], [0.549, -0.197, 2.797], [2.393, -3.858, 3.758], [-1.484, 5.930, -2.729], [3.382, -4.174, 1.469], [-0.412, -2.446, -2.429], [-2.059, -2.831, -2.943], [-3.201, 3.763, -1.081], [-3.587, 0.380, 0.258], [3.542, -1.244, 1.351], [1.281, -2.518, 4.076], [-4.001, 3.643, -2.653], [2.752, -3.276, 0.085], [-2.473, 0.443, -1.360], [-1.117, 0.678, 3.783], [-3.202, -1.702, 1.908], [6.927, 1.276, 0.680], [-1.235, -0.176, -2.470]], "gap_ev": 7.213, "lumo_energy_ev": -1.407}

=====

Energies relative to the most stable structure are A 0.0; B 16.9, reported in kJ/mol.